Here is 9 unconnected molecules or ions with the total composition C21H51N9O9 from the OMol25 dataset. Energies are from the ωB97M-V functional and the def2-TZVPD basis.

Properties
Highest occupied orbital energy = -9.05 eV
Calculated total energy = -2000.85358 Ha
Energy above the lowest of the compared OMol25 structures with the same formula, charge and spin = 0.458 eV
Structure (SMILES) = CN(C)C=O.CN(C)C=O.CN(C)C=O.CC(N)=O.CC(N)=O.CC(N)=O.CC(N)=O.CC(N)=O.CC(N)=O

Last column: Löwdin charge in e.
Positions of all 90 atoms, in Å:
C (1.6969, 1.2717, -5.7773)  -0.066
N (0.4398, 1.2371, -6.4673)  -0.170
C (-0.2282, 2.5191, -6.7918)  -0.045
C (-0.3042, 0.1099, -6.6166)  -0.349
O (-1.3481, 0.0095, -7.2545)  -0.013
H (1.6461, 1.8779, -4.8792)  0.085
H (2.5682, 1.5964, -6.3414)  0.088
H (1.8732, 0.2273, -5.4736)  0.047
H (-1.3236, 2.3272, -6.8988)  0.086
H (-0.2035, 3.3484, -6.0566)  0.085
H (0.2224, 2.9289, -7.6857)  0.078
H (0.2364, -0.7268, -6.1713)  0.121
C (1.7700, -4.7657, -3.4787)  -0.054
N (1.3598, -3.3870, -3.6626)  -0.177
C (-0.0118, -3.0085, -3.3246)  -0.040
C (2.3053, -2.5009, -4.1006)  -0.291
O (2.1877, -1.2675, -4.1219)  -0.047
H (2.7124, -4.9850, -3.9582)  0.074
H (1.0362, -5.5134, -3.8072)  0.098
H (1.9950, -4.7548, -2.3976)  0.082
H (-0.3467, -3.1431, -2.2500)  0.094
H (-0.1288, -1.9794, -3.5157)  0.043
H (-0.7030, -3.5564, -3.9717)  0.092
H (3.1786, -3.0586, -4.4605)  0.132
C (-3.2206, 2.4383, 5.8975)  -0.050
N (-2.7005, 1.1130, 6.2495)  -0.198
C (-2.9953, 0.5865, 7.5707)  -0.032
C (-1.9479, 0.4890, 5.3235)  -0.318
O (-1.2979, -0.5266, 5.4874)  0.007
H (-4.3375, 2.5030, 5.6549)  0.110
H (-2.6087, 2.9362, 5.1985)  0.064
H (-3.1675, 2.9340, 6.9112)  0.097
H (-2.5592, -0.3848, 7.5887)  0.073
H (-2.6640, 1.2056, 8.3557)  0.068
H (-4.1463, 0.5128, 7.6355)  0.124
H (-1.9588, 1.0425, 4.3772)  0.125
C (-0.6726, 1.1287, -2.2173)  -0.020
C (-1.4322, 1.8823, -3.3069)  -0.554
N (-2.2192, 1.0837, -4.1100)  0.160
O (-1.2070, 3.0920, -3.4625)  0.004
H (-0.5285, 1.8618, -1.3976)  0.069
H (0.3304, 0.8149, -2.6551)  0.093
H (-1.1135, 0.2205, -1.7471)  0.081
H (-2.4663, 1.3901, -5.0485)  0.092
H (-2.1059, 0.0753, -4.1311)  0.096
C (3.0045, -3.7497, 0.8049)  0.013
C (1.4577, -3.8745, 0.7267)  -0.571
N (0.8796, -4.3360, 1.8471)  0.158
O (0.8031, -3.7471, -0.3060)  -0.018
H (3.3329, -4.1771, -0.1097)  0.056
H (3.4003, -4.2994, 1.6294)  0.059
H (3.2297, -2.6849, 0.9211)  0.081
H (1.3488, -4.2833, 2.7560)  0.071
H (-0.1489, -4.3498, 1.8864)  0.128
C (-0.1627, 4.8719, -0.0367)  0.010
C (-1.2180, 5.0959, 1.0231)  -0.581
N (-1.3378, 6.3286, 1.5734)  0.172
O (-1.8833, 4.1591, 1.4406)  0.007
H (0.6075, 4.1188, 0.2693)  0.099
H (0.2346, 5.8626, -0.3196)  0.080
H (-0.7787, 4.4004, -0.8045)  0.075
H (-1.0407, 7.1896, 1.1975)  0.091
H (-2.0048, 6.3278, 2.2926)  0.088
C (2.0523, -2.1942, 6.0968)  0.009
C (1.7968, -2.4999, 4.5919)  -0.554
N (0.7135, -1.9723, 4.0216)  0.192
O (2.5398, -3.2083, 3.9362)  -0.004
H (1.9759, -1.2116, 6.4559)  0.049
H (2.9917, -2.6044, 6.4277)  0.069
H (1.2648, -2.6696, 6.7093)  0.086
H (0.4779, -2.0566, 3.0274)  0.095
H (0.0360, -1.4174, 4.4556)  0.027
C (-3.1899, -0.1007, 1.6244)  -0.001
C (-1.6677, 0.0783, 1.5173)  -0.628
N (-1.1817, 1.2724, 1.6122)  0.211
O (-1.0495, -0.9560, 1.3736)  -0.003
H (-3.4947, -0.9079, 0.9433)  0.085
H (-3.9147, 0.7072, 1.5031)  0.075
H (-3.4159, -0.5014, 2.5925)  0.059
H (-1.8226, 2.0268, 1.5894)  0.061
H (-0.1690, 1.4795, 1.5209)  0.099
C (3.2116, 0.8253, -0.9777)  0.011
C (1.9558, 0.5245, -0.1886)  -0.574
N (1.3560, -0.6419, -0.4118)  0.189
O (1.5285, 1.2671, 0.7173)  -0.028
H (4.1287, 0.7648, -0.4541)  0.072
H (3.0295, 1.8166, -1.3230)  0.071
H (3.3163, 0.2655, -1.9095)  0.069
H (0.6066, -0.8477, 0.2498)  0.073
H (1.5890, -1.2961, -1.2041)  0.128